{
  "formula": "C5H6Cl2GdO4STi",
  "method": "wB97M-V/def2-TZVPD",
  "orbital_gap_ev": [7.7, 5.6],
  "e_homo_ha": [-0.9542, -0.9554],
  "lumo_energy_ev": [-18.3, -20.4],
  "molar_mass_da": 438.19,
  "de_lowest_kcal_mol": 88.46,
  "energy_ha": -3426.90732,
  "spin_multiplicity": 9,
  "charge": 4,
  "elements": ["Gd", "Ti", "Cl", "Cl", "C", "C", "C", "O", "O", "O", "C", "S", "C", "O", "H", "H", "H", "H", "H", "H"],
  "positions_angstrom": [[-0.730, -0.422, -2.778], [-0.045, -0.045, 0.042], [-1.343, -2.031, -0.993], [-1.192, 1.654, -1.422], [1.000, 1.439, 0.726], [-0.030, -2.134, -4.041], [0.059, 0.756, -4.506], [1.584, 2.344, 1.162], [0.267, -3.064, -4.625], [0.407, 1.435, -5.351], [-1.807, -1.855, 3.553], [-2.012, -0.548, 2.336], [-1.140, 0.770, 3.174], [-0.712, -1.019, 1.414], [-2.445, -1.587, 4.383], [-0.765, -1.881, 3.825], [-2.111, -2.796, 3.114], [-0.116, 0.450, 3.327], [-1.181, 1.672, 2.574], [-1.660, 0.903, 4.112]]
}

{
  "formula": "C5H6Cl2HoO4SY",
  "method": "wB97M-V/def2-TZVPD",
  "orbital_gap_ev": [7.0, 7.2],
  "e_homo_ha": [-0.8217, -0.8217],
  "lumo_energy_ev": [-15.3, -15.1],
  "molar_mass_da": 486.91,
  "de_lowest_kcal_mol": 0.00,
  "energy_ha": -2798.47968,
  "spin_multiplicity": 5,
  "charge": 4,
  "elements": ["Ho", "Y", "Cl", "Cl", "C", "C", "C", "O", "O", "O", "C", "S", "C", "O", "H", "H", "H", "H", "H", "H"],
  "positions_angstrom": [[0.190, 0.820, -6.704], [-0.711, 0.543, -0.480], [-0.775, 3.008, -6.364], [1.328, -0.612, -1.119], [-1.008, -1.069, 1.177], [-0.284, 1.302, -8.912], [0.538, -0.946, -8.313], [-0.987, -2.042, 1.820], [-0.442, 1.190, -10.053], [0.574, -1.539, -9.315], [0.682, 3.640, 2.612], [1.423, 2.333, 1.626], [1.482, 0.997, 2.866], [0.129, 1.902, 0.806], [1.477, 4.213, 3.093], [0.023, 3.137, 3.331], [0.102, 4.246, 1.908], [0.599, 1.066, 3.516], [1.547, 0.007, 2.392], [2.393, 1.194, 3.446]]
}

{
  "formula": "C5H6Cl2LuO4STl",
  "method": "wB97M-V/def2-TZVPD",
  "orbital_gap_ev": [3.9, 3.9],
  "e_homo_ha": [-0.8464, -0.8467],
  "lumo_energy_ev": [-19.2, -19.1],
  "molar_mass_da": 612.42,
  "de_lowest_kcal_mol": 62.05,
  "energy_ha": -3219.83390,
  "spin_multiplicity": 1,
  "charge": 4,
  "elements": ["Tl", "Lu", "Cl", "Cl", "C", "C", "C", "O", "O", "O", "C", "S", "C", "O", "H", "H", "H", "H", "H", "H"],
  "positions_angstrom": [[-3.371, -2.093, -0.550], [0.395, -0.419, -0.898], [-2.848, -3.855, 1.304], [-1.506, 0.967, -0.423], [0.988, 0.477, -3.020], [-5.334, -4.490, 0.605], [-6.252, -3.393, -1.268], [1.675, 1.227, -3.566], [-5.928, -5.422, 0.926], [-7.261, -3.778, -1.691], [2.912, 2.988, -0.222], [3.315, 1.277, 0.346], [3.215, 1.454, 2.123], [1.925, 0.512, 0.058], [3.727, 3.721, -0.086], [2.074, 3.421, 0.336], [2.667, 2.980, -1.299], [2.282, 1.970, 2.395], [3.237, 0.409, 2.492], [4.089, 2.048, 2.437]]
}

{
  "formula": "C5H6ClFN5",
  "method": "wB97M-V/def2-TZVPD",
  "orbital_gap_ev": 8.6,
  "e_homo_ha": -0.4632,
  "lumo_energy_ev": -4.0,
  "molar_mass_da": 190.59,
  "energy_ha": -1027.58548,
  "spin_multiplicity": 1,
  "charge": 1,
  "elements": ["C", "C", "C", "C", "C", "N", "N", "N", "N", "N", "F", "Cl", "H", "H", "H", "H", "H", "H"],
  "positions_angstrom": [[-3.430, 0.234, 0.361], [-1.378, -0.522, 0.114], [-1.392, 0.745, 0.632], [0.957, 1.013, 0.873], [0.651, -1.352, -0.006], [-2.666, 1.205, 0.775], [-2.677, -0.826, -0.042], [-0.261, 1.463, 0.975], [1.352, -0.172, 0.394], [0.933, -1.783, -1.256], [-3.150, -1.996, -0.531], [0.634, -2.598, 1.220], [-4.500, 0.248, 0.334], [1.754, 1.675, 1.186], [-0.443, 2.392, 1.348], [2.357, -0.327, 0.424], [0.623, -2.707, -1.521], [0.981, -1.104, -2.004]]
}

{
  "formula": "C5H6ClN2",
  "method": "wB97M-V/def2-TZVPD",
  "orbital_gap_ev": 10.1,
  "e_homo_ha": -0.5044,
  "lumo_energy_ev": -3.6,
  "molar_mass_da": 129.57,
  "de_lowest_kcal_mol": 10.56,
  "energy_ha": -763.48719,
  "smiles": "[NH2+]=C1N[C@@H]2C(Cl)=C[C@H]12",
  "spin_multiplicity": 1,
  "charge": 1,
  "elements": ["N", "C", "N", "C", "C", "Cl", "C", "C", "H", "H", "H", "H", "H", "H"],
  "positions_angstrom": [[2.004, -0.316, -0.973], [0.931, -0.313, -0.216], [0.078, -1.169, 0.196], [-0.694, -0.277, 1.058], [-1.863, 0.276, 0.088], [-3.407, -0.211, -0.389], [-1.078, 1.216, -0.395], [0.216, 0.870, 0.498], [2.699, 0.368, -0.824], [2.441, -1.267, -1.065], [-0.204, -2.196, 0.098], [-0.713, -0.560, 2.176], [-1.250, 1.904, -1.189], [0.841, 1.673, 0.936]]
}

{
  "formula": "C5H6ClNO",
  "method": "wB97M-V/def2-TZVPD",
  "orbital_gap_ev": 9.7,
  "e_homo_ha": -0.3261,
  "lumo_energy_ev": 0.8,
  "molar_mass_da": 131.56,
  "de_lowest_kcal_mol": 0.16,
  "energy_ha": -784.32151,
  "smiles": "O=C1CC/C(=C/Cl)N1",
  "spin_multiplicity": 1,
  "elements": ["O", "C", "C", "C", "C", "C", "Cl", "N", "H", "H", "H", "H", "H", "H"],
  "positions_angstrom": [[-1.855, -2.104, -0.022], [-1.125, -1.139, 0.011], [-1.580, 0.293, -0.040], [-0.269, 1.147, -0.015], [0.862, 0.039, 0.010], [2.158, 0.316, 0.021], [3.295, -1.015, -0.024], [0.235, -1.201, 0.055], [-2.198, 0.372, 0.848], [-2.281, 0.482, -0.857], [-0.280, 1.726, 0.898], [-0.206, 1.811, -0.882], [2.502, 1.338, 0.048], [0.743, -2.063, -0.050]]
}

{
  "formula": "C5H6ClNO",
  "method": "wB97M-V/def2-TZVPD",
  "orbital_gap_ev": [8.5, 9.1],
  "e_homo_ha": [-0.2776, -0.3722],
  "lumo_energy_ev": [1.0, -1.1],
  "molar_mass_da": 131.56,
  "de_lowest_kcal_mol": 0.00,
  "energy_ha": -784.13909,
  "spin_multiplicity": 3,
  "elements": ["C", "C", "C", "C", "C", "N", "O", "Cl", "H", "H", "H", "H", "H", "H"],
  "positions_angstrom": [[0.780, 0.197, 0.067], [0.076, 0.735, 1.080], [-0.069, -0.411, -1.027], [-1.404, 0.520, 0.884], [-1.504, -0.414, -0.288], [-1.822, 2.088, 0.230], [-1.958, 1.997, -0.917], [-1.829, -1.964, 0.349], [1.838, 0.248, -0.036], [0.454, 1.289, 1.969], [-0.036, 0.061, -1.945], [0.300, -1.391, -1.194], [-1.933, 0.284, 1.731], [-2.169, -0.081, -1.148]]
}

{
  "formula": "C5H6ClNS",
  "method": "wB97M-V/def2-TZVPD",
  "orbital_gap_ev": 10.1,
  "e_homo_ha": -0.3458,
  "lumo_energy_ev": 0.6,
  "molar_mass_da": 147.63,
  "de_lowest_kcal_mol": 53.25,
  "energy_ha": -1107.16539,
  "smiles": "CC1=C[C@@H]1Cl.N=C=S",
  "spin_multiplicity": 1,
  "elements": ["C", "C", "C", "C", "Cl", "H", "H", "H", "H", "H", "N", "C", "S", "H"],
  "positions_angstrom": [[0.324, -0.804, 0.249], [0.935, 0.470, -0.128], [1.107, 1.477, -0.946], [1.969, 1.458, 0.259], [3.703, 1.005, 0.078], [-0.482, -1.063, -0.435], [-0.069, -0.747, 1.263], [1.082, -1.585, 0.225], [0.892, 2.003, -1.841], [1.876, 2.150, 1.084], [-3.447, -0.233, 0.048], [-2.934, 0.847, 0.046], [-2.092, 2.139, 0.205], [-4.257, -0.644, -0.365]]
}

{
  "formula": "C5H6DyO4",
  "method": "wB97M-V/def2-TZVPD",
  "orbital_gap_ev": [7.9, 7.6],
  "e_homo_ha": [-0.6110, -0.6194],
  "lumo_energy_ev": [-8.7, -9.3],
  "molar_mass_da": 292.60,
  "de_lowest_kcal_mol": 64.39,
  "energy_ha": -1379.33213,
  "spin_multiplicity": 7,
  "charge": 2,
  "elements": ["C", "C", "H", "H", "H", "Dy", "C", "O", "C", "O", "O", "H", "H", "H", "C", "O"],
  "positions_angstrom": [[-0.449, -0.354, -1.243], [0.124, 0.988, -1.257], [-1.205, -0.623, -1.989], [-1.250, 0.746, -0.880], [-0.122, 1.504, -2.186], [1.180, -2.090, -1.056], [1.219, 1.613, -0.482], [1.024, 1.484, 0.979], [0.482, 0.436, 1.485], [0.087, -0.554, 0.834], [0.101, 0.605, 2.718], [1.277, 2.701, -0.600], [2.225, 1.244, -0.709], [-0.457, -0.129, 3.015], [-2.591, -4.011, 0.898], [-1.645, -3.560, 0.474]]
}

{
  "formula": "C5H6F2I2",
  "method": "wB97M-V/def2-TZVPD",
  "orbital_gap_ev": 9.1,
  "e_homo_ha": -0.3575,
  "lumo_energy_ev": -0.6,
  "molar_mass_da": 357.91,
  "de_lowest_kcal_mol": 0.00,
  "energy_ha": -989.17824,
  "smiles": "C[C@@H]1C[C@](F)(I)[C@@]1(F)I",
  "spin_multiplicity": 1,
  "elements": ["C", "C", "C", "C", "F", "I", "C", "F", "I", "H", "H", "H", "H", "H", "H"],
  "positions_angstrom": [[-0.481, 0.048, -0.951], [0.608, -0.579, -0.104], [0.806, 0.218, 1.243], [2.136, 0.743, 0.680], [3.149, 0.714, 1.587], [2.284, 2.827, -0.118], [2.053, -0.285, -0.442], [2.228, 0.156, -1.704], [3.306, -2.096, -0.038], [-0.174, 0.773, -1.695], [-1.185, 0.202, -0.111], [-1.034, -0.615, -1.653], [0.273, -1.616, 0.069], [0.035, 1.037, 1.546], [0.989, -0.430, 2.100]]
}

{
  "formula": "C5H6F2O",
  "method": "wB97M-V/def2-TZVPD",
  "orbital_gap_ev": [8.2, 8.4],
  "e_homo_ha": [-0.3055, -0.3067],
  "lumo_energy_ev": [-0.2, 0.0],
  "molar_mass_da": 120.10,
  "de_lowest_kcal_mol": 96.89,
  "energy_ha": -468.91437,
  "spin_multiplicity": 1,
  "elements": ["C", "C", "C", "C", "C", "O", "F", "F", "H", "H", "H", "H", "H", "H"],
  "positions_angstrom": [[0.516, -0.128, 2.300], [0.766, 0.928, -0.691], [-0.271, 0.029, -0.051], [0.878, -0.593, -0.744], [-1.761, -0.114, -0.395], [1.501, 0.443, 2.448], [1.891, -1.271, -0.104], [0.740, -1.155, -1.962], [0.088, -0.869, 2.956], [0.569, 1.391, -1.647], [1.562, 1.561, -0.269], [-1.916, 0.238, -1.459], [-2.438, 0.619, 0.040], [-2.125, -1.082, -0.423]]
}

{
  "formula": "C5H6FIN2",
  "method": "wB97M-V/def2-TZVPD",
  "orbital_gap_ev": [7.7, 8.1],
  "e_homo_ha": [-0.3000, -0.3209],
  "lumo_energy_ev": [-0.5, -0.6],
  "molar_mass_da": 240.02,
  "de_lowest_kcal_mol": 122.06,
  "energy_ha": -700.95934,
  "spin_multiplicity": 1,
  "elements": ["C", "C", "C", "C", "C", "N", "N", "F", "I", "H", "H", "H", "H", "H", "H"],
  "positions_angstrom": [[-0.194, -2.339, 0.088], [-0.291, -0.840, 0.038], [0.752, -0.048, 0.116], [0.822, 2.858, -0.094], [-1.681, -0.265, -0.018], [0.893, -2.974, 0.290], [1.071, 3.548, -1.058], [0.711, 3.121, 1.145], [2.725, -0.304, 0.211], [-1.286, -2.793, -0.200], [-1.689, 0.848, 0.208], [-2.225, -0.790, 0.823], [-2.072, -0.512, -0.946], [0.843, -3.987, 0.447], [1.622, 4.479, -1.050]]
}

{
  "formula": "C5H6FO4",
  "method": "wB97M-V/def2-TZVPD",
  "orbital_gap_ev": 7.8,
  "e_homo_ha": -0.1523,
  "lumo_energy_ev": 3.6,
  "molar_mass_da": 149.10,
  "de_lowest_kcal_mol": 17.97,
  "energy_ha": -594.95554,
  "smiles": "C=COC(=O)OC[C@H]([O-])F",
  "spin_multiplicity": 1,
  "charge": -1,
  "elements": ["C", "C", "O", "C", "O", "O", "C", "C", "O", "F", "H", "H", "H", "H", "H", "H"],
  "positions_angstrom": [[-0.524, -2.639, 1.684], [-0.845, -2.057, 0.531], [-0.238, -0.896, 0.145], [-0.949, 0.023, -0.584], [-1.987, -0.263, -1.150], [-0.787, 1.242, -0.049], [0.536, 1.766, 0.104], [1.151, 1.880, -1.304], [0.461, 1.242, -2.189], [2.507, 1.204, -1.063], [0.246, -2.230, 2.339], [-0.969, -3.602, 1.931], [-1.641, -2.402, -0.130], [0.424, 2.746, 0.580], [1.136, 1.077, 0.710], [1.479, 2.910, -1.556]]
}

{
  "formula": "C5H6IN",
  "method": "wB97M-V/def2-TZVPD",
  "orbital_gap_ev": 8.5,
  "e_homo_ha": -0.3153,
  "lumo_energy_ev": -0.1,
  "molar_mass_da": 207.01,
  "de_lowest_kcal_mol": 53.78,
  "energy_ha": -546.45668,
  "smiles": "C=CCC(I)=C=N",
  "spin_multiplicity": 1,
  "elements": ["C", "C", "C", "C", "I", "C", "N", "H", "H", "H", "H", "H", "H"],
  "positions_angstrom": [[-0.584, 0.174, 1.608], [-1.010, 0.613, 0.441], [-0.181, 0.458, -0.817], [1.294, 0.153, -0.541], [2.598, 1.909, -0.357], [1.830, -0.957, -0.799], [2.196, -2.087, -0.781], [-1.282, 0.030, 2.514], [0.436, -0.329, 1.633], [-1.927, 1.137, 0.137], [-0.687, -0.423, -1.480], [-0.103, 1.243, -1.586], [2.346, -2.702, -1.630]]
}

{
  "formula": "C5H6INO",
  "method": "wB97M-V/def2-TZVPD",
  "orbital_gap_ev": 7.9,
  "e_homo_ha": -0.3238,
  "lumo_energy_ev": -0.9,
  "molar_mass_da": 223.01,
  "de_lowest_kcal_mol": 41.14,
  "energy_ha": -621.73923,
  "smiles": "O[C@@]1(I)CC=CC=N1",
  "spin_multiplicity": 1,
  "elements": ["O", "C", "I", "C", "C", "C", "C", "N", "H", "H", "H", "H", "H", "H"],
  "positions_angstrom": [[0.900, 2.173, -0.253], [0.158, 0.921, -0.537], [-0.781, 1.350, -2.674], [1.069, -0.256, -0.560], [0.538, -1.314, 0.277], [-0.685, -1.305, 0.885], [-1.500, -0.142, 0.786], [-1.036, 0.886, 0.173], [0.219, 2.593, 0.236], [2.065, 0.115, -0.242], [1.369, -0.672, -1.661], [1.136, -2.191, 0.599], [-1.093, -2.002, 1.562], [-2.359, -0.155, 1.408]]
}

{
  "formula": "C5H6IrO4",
  "method": "wB97M-V/def2-TZVPD",
  "orbital_gap_ev": [4.3, 4.2],
  "e_homo_ha": [-0.7445, -0.8031],
  "lumo_energy_ev": [-16.0, -17.7],
  "molar_mass_da": 322.32,
  "de_lowest_kcal_mol": 158.48,
  "energy_ha": -597.61833,
  "spin_multiplicity": 5,
  "charge": 3,
  "elements": ["O", "C", "O", "O", "C", "C", "Ir", "H", "H", "H", "H", "C", "C", "O", "H", "H"],
  "positions_angstrom": [[2.854, 1.148, -0.843], [2.264, 0.360, -0.049], [2.854, -0.047, 0.992], [1.027, -0.022, -0.289], [0.167, -0.273, 0.821], [-1.229, -0.635, 0.338], [4.281, 0.957, 0.349], [0.171, 0.579, 1.511], [0.553, -1.127, 1.391], [-1.282, -1.698, 0.626], [-2.377, -1.090, -1.563], [-1.862, 1.140, -0.325], [-1.702, -0.368, -1.085], [-2.268, 2.167, -0.161], [-2.507, -0.971, 0.130], [-0.943, -0.121, -1.842]]
}